16
Properties=species:S:1:pos:R:3:forces:R:3 method="wB97M-V/def2-TZVPD" mol_weight_g_mol=103.12 total_energy_ha=-362.898308 e_above_lowest_kcal_mol=8.9 gap_ev=6.533 e_homo_ha=0.02766 charge=-2 spin_multiplicity=1 smiles=[O-]CCCNC[O-]
O -2.751345 1.755170 1.393212 -0.1 0.0 0.1
C -1.409788 1.663139 1.196061 -1.1 0.5 -0.1
C -1.010026 0.928205 -0.121894 2.0 0.5 1.6
C 0.355052 0.205083 0.113212 -1.7 -0.8 -0.6
N 0.695909 -0.648231 -1.046188 -0.3 -0.5 1.3
C 1.380400 -1.959955 -0.658831 0.4 0.0 -1.9
O 2.674728 -1.974998 -0.999398 0.4 -0.1 0.4
H -0.896805 1.136151 2.053182 0.1 0.2 -0.2
H -0.949588 2.723768 1.127303 0.2 -0.8 0.2
H -0.878582 1.727420 -0.853357 -0.3 -0.4 -0.6
H -1.719679 0.152023 -0.374366 -0.4 0.2 -0.2
H 0.149653 -0.449915 0.985229 0.2 0.1 -0.5
H 1.111372 0.899001 0.465869 0.5 0.3 -0.2
H 1.322338 -0.167700 -1.676196 0.3 -0.2 0.1
H 0.841289 -2.807226 -1.204052 -0.2 0.5 0.1
H 1.142656 -2.156335 0.397068 -0.1 0.3 0.5

---

22
Properties=species:S:1:pos:R:3:forces:R:3 method="wB97M-V/def2-TZVPD" mol_weight_g_mol=177.15 total_energy_ha=-2676.312715 e_above_lowest_kcal_mol=72.7 gap_ev="8.696 / 7.400" e_homo_ha="-0.29204 / -0.24863" charge=0 spin_multiplicity=1
C 0.760805 -2.712803 1.530401 -1.4 -0.4 -4.8
C 0.254594 -2.411524 0.294059 1.6 1.4 4.2
C -2.852230 1.213383 -0.093792 -1.4 -0.4 -0.8
C 3.152918 -0.284955 -1.292669 -1.4 -2.7 1.9
C -1.558657 1.890679 -0.212328 0.4 0.7 2.4
C -0.579795 1.060071 0.646808 0.1 -0.3 -1.3
C 0.398122 0.284438 -0.245299 -1.5 -1.1 2.5
Se 2.143794 0.434943 0.258825 0.7 0.0 -0.6
H 0.918771 -3.729048 1.825918 -0.4 -0.7 0.3
H 1.317669 -2.008043 2.039736 0.9 1.7 1.2
H -0.335583 -2.866455 -0.421152 -0.9 -1.1 -1.3
H -3.156732 0.992728 0.923189 -0.2 0.7 0.3
H -2.832639 0.234190 -0.517675 0.2 -0.9 -0.7
H -3.550881 1.791716 -0.670232 -1.1 0.1 0.1
H 3.258455 -1.437786 -1.196547 -0.4 2.0 -0.3
H 2.697127 0.033628 -2.202748 0.1 0.3 -0.6
H 4.053500 0.148703 -1.001047 1.9 0.7 -0.5
H -1.273782 2.053121 -1.226039 0.5 -0.1 -0.8
H -1.686162 2.901826 0.255186 0.4 -0.6 -0.4
H -1.191784 0.529747 1.429235 1.1 0.2 -0.8
H 0.062214 1.769103 1.061454 0.9 1.2 1.7
H 0.000269 0.112345 -1.185273 0.1 -0.5 -2.0

---

Repeat the second record exactly.
22
Properties=species:S:1:pos:R:3:forces:R:3 method="wB97M-V/def2-TZVPD" mol_weight_g_mol=177.15 total_energy_ha=-2676.312715 e_above_lowest_kcal_mol=72.7 gap_ev="8.696 / 7.400" e_homo_ha="-0.29204 / -0.24863" charge=0 spin_multiplicity=1
C 0.760805 -2.712803 1.530401 -1.4 -0.4 -4.8
C 0.254594 -2.411524 0.294059 1.6 1.4 4.2
C -2.852230 1.213383 -0.093792 -1.4 -0.4 -0.8
C 3.152918 -0.284955 -1.292669 -1.4 -2.7 1.9
C -1.558657 1.890679 -0.212328 0.4 0.7 2.4
C -0.579795 1.060071 0.646808 0.1 -0.3 -1.3
C 0.398122 0.284438 -0.245299 -1.5 -1.1 2.5
Se 2.143794 0.434943 0.258825 0.7 0.0 -0.6
H 0.918771 -3.729048 1.825918 -0.4 -0.7 0.3
H 1.317669 -2.008043 2.039736 0.9 1.7 1.2
H -0.335583 -2.866455 -0.421152 -0.9 -1.1 -1.3
H -3.156732 0.992728 0.923189 -0.2 0.7 0.3
H -2.832639 0.234190 -0.517675 0.2 -0.9 -0.7
H -3.550881 1.791716 -0.670232 -1.1 0.1 0.1
H 3.258455 -1.437786 -1.196547 -0.4 2.0 -0.3
H 2.697127 0.033628 -2.202748 0.1 0.3 -0.6
H 4.053500 0.148703 -1.001047 1.9 0.7 -0.5
H -1.273782 2.053121 -1.226039 0.5 -0.1 -0.8
H -1.686162 2.901826 0.255186 0.4 -0.6 -0.4
H -1.191784 0.529747 1.429235 1.1 0.2 -0.8
H 0.062214 1.769103 1.061454 0.9 1.2 1.7
H 0.000269 0.112345 -1.185273 0.1 -0.5 -2.0

---

Repeat the first record exactly.
16
Properties=species:S:1:pos:R:3:forces:R:3 method="wB97M-V/def2-TZVPD" mol_weight_g_mol=103.12 total_energy_ha=-362.898308 e_above_lowest_kcal_mol=8.9 gap_ev=6.533 e_homo_ha=0.02766 charge=-2 spin_multiplicity=1 smiles=[O-]CCCNC[O-]
O -2.751345 1.755170 1.393212 -0.1 0.0 0.1
C -1.409788 1.663139 1.196061 -1.1 0.5 -0.1
C -1.010026 0.928205 -0.121894 2.0 0.5 1.6
C 0.355052 0.205083 0.113212 -1.7 -0.8 -0.6
N 0.695909 -0.648231 -1.046188 -0.3 -0.5 1.3
C 1.380400 -1.959955 -0.658831 0.4 0.0 -1.9
O 2.674728 -1.974998 -0.999398 0.4 -0.1 0.4
H -0.896805 1.136151 2.053182 0.1 0.2 -0.2
H -0.949588 2.723768 1.127303 0.2 -0.8 0.2
H -0.878582 1.727420 -0.853357 -0.3 -0.4 -0.6
H -1.719679 0.152023 -0.374366 -0.4 0.2 -0.2
H 0.149653 -0.449915 0.985229 0.2 0.1 -0.5
H 1.111372 0.899001 0.465869 0.5 0.3 -0.2
H 1.322338 -0.167700 -1.676196 0.3 -0.2 0.1
H 0.841289 -2.807226 -1.204052 -0.2 0.5 0.1
H 1.142656 -2.156335 0.397068 -0.1 0.3 0.5